No. 1
Here is a cluster of 4 separate species, C29H69BrN5O9P2S3 in total from OMol25. Energies are from the ωB97M-V functional and the def2-TZVPD basis.

The geometry in ORCA input format:
```
! RIJCOSX wB97M-V def2-TZVPD def2/J DEFGRID3
* xyz 1 1
C 6.392 -4.554 2.737
C 7.004 -3.155 2.652
O 6.359 -2.209 3.480
C 5.041 -1.896 3.077
C 4.643 -0.580 3.761
C 4.787 0.648 2.862
C 3.679 0.920 1.835
C 2.283 0.986 2.457
C 1.004 0.950 1.584
C 0.059 -0.251 1.755
C 0.424 -1.584 1.048
C 1.866 -2.117 1.064
N 2.651 -1.897 -0.156
C -1.376 0.261 1.383
C -1.944 0.917 2.648
C -3.417 1.340 2.797
C -4.149 0.615 3.938
C -5.656 0.539 3.702
C -6.054 -0.599 2.779
O -5.937 -1.795 3.506
C -6.337 -2.941 2.798
P -2.587 -1.036 0.859
N -3.014 -2.016 1.994
N -1.252 1.159 0.147
P -1.957 2.702 0.065
O -3.429 2.669 0.155
O -1.234 3.572 1.192
O -1.313 3.146 -1.334
C -0.057 0.971 -0.535
N -0.052 0.628 -1.780
C -1.203 0.385 -2.651
C -0.799 0.235 -4.129
C 0.458 0.969 -4.607
O 1.448 0.078 -5.104
C 2.490 -0.183 -4.205
N 1.191 1.070 0.114
Br 1.938 2.766 -0.347
H 5.885 -4.668 3.701
H 5.634 -4.710 1.962
H 7.154 -5.327 2.646
H 6.984 -2.787 1.614
H 8.044 -3.165 2.977
H 4.353 -2.709 3.354
H 5.011 -1.794 1.982
H 3.648 -0.663 4.208
H 5.335 -0.463 4.603
H 4.929 1.548 3.473
H 5.720 0.523 2.297
H 3.909 1.902 1.410
H 3.740 0.209 1.014
H 2.213 1.928 3.012
H 2.172 0.209 3.221
H 0.440 1.826 1.927
H 0.066 -0.403 2.839
H 0.159 -1.531 -0.016
H -0.230 -2.329 1.513
H 1.798 -3.203 1.187
H 2.422 -1.752 1.932
H 2.336 -1.079 -0.659
H 2.568 -2.688 -0.775
H -1.752 0.166 3.423
H -1.262 1.733 2.901
H -3.412 2.408 3.047
H -3.977 1.284 1.866
H -3.982 1.190 4.858
H -3.736 -0.383 4.111
H -6.181 0.409 4.652
H -5.999 1.484 3.261
H -5.393 -0.634 1.895
H -7.084 -0.467 2.411
H -6.040 -2.879 1.743
H -7.424 -3.083 2.846
H -5.840 -3.800 3.249
H -2.058 -1.595 -0.316
H -3.573 -0.186 0.336
H -2.876 -2.985 1.747
H -0.620 4.226 0.874
H -1.162 4.082 -1.429
H 0.868 0.504 -2.185
H -1.950 1.163 -2.501
H -1.645 -0.556 -2.299
H -1.632 0.630 -4.719
H -0.715 -0.829 -4.363
H 0.914 1.595 -3.828
H 0.194 1.639 -5.428
H 3.215 -0.836 -4.695
H 2.130 -0.715 -3.306
H 3.003 0.738 -3.898
C 0.037 -2.669 -7.229
S -0.333 -3.778 -5.869
O -0.769 -2.903 -4.743
C 1.367 -4.232 -5.521
H -0.905 -2.238 -7.561
H 0.704 -1.881 -6.877
H 0.489 -3.235 -8.043
H 1.940 -3.330 -5.309
H 1.780 -4.763 -6.378
H 1.359 -4.888 -4.653
C -3.524 1.461 -8.478
S -2.987 2.707 -7.308
O -1.831 2.118 -6.571
C -4.404 2.578 -6.215
H -2.740 1.356 -9.225
H -3.674 0.517 -7.955
H -4.446 1.792 -8.957
H -4.493 1.552 -5.859
H -5.302 2.880 -6.753
H -4.235 3.253 -5.379
C 2.316 3.411 5.719
S 0.570 3.399 5.315
O 0.372 2.276 4.349
C 0.573 4.909 4.348
H 2.524 2.509 6.288
H 2.900 3.417 4.798
H 2.538 4.288 6.326
H 1.286 4.808 3.528
H 0.842 5.746 4.992
H -0.436 5.049 3.964
*
```

The HOMO-LUMO gap comes out at 6.707 eV. For the LUMO energy, the calculation gives -4.1 eV.



No. 2
Here is a structure of composition C18H33BrN2O6P from OMol25. Energies are from the ωB97M-V functional and the def2-TZVPD basis.

The geometry in ORCA input format:
```
! RIJCOSX wB97M-V def2-TZVPD def2/J DEFGRID3
* xyz -1 1
C 1.900 -3.858 3.349
C 1.429 -3.723 2.007
C 0.371 -3.287 0.786
C -1.184 -3.789 0.882
C -2.068 -3.136 2.093
O -1.301 -2.468 3.152
N 0.901 -4.202 -0.339
C 0.521 -3.497 -1.659
O 0.540 -4.199 -2.793
C 0.186 -1.880 -1.398
C -1.340 -1.354 -1.732
O -2.165 -1.069 -0.547
C -3.172 -0.028 -0.799
N 1.057 -0.847 -2.077
C 1.132 -1.025 -3.577
C 0.606 0.353 -4.366
C 0.740 -1.820 0.155
C 0.564 -0.457 1.040
C 1.981 0.428 1.117
P 1.743 2.286 0.746
O 3.096 2.798 0.056
O 0.460 2.632 -0.390
C 0.679 4.074 -0.739
C -0.757 4.637 -1.294
O 1.588 3.164 2.260
C 0.245 2.988 2.846
C -0.246 4.489 3.383
H 2.366 -3.936 4.435
H -1.146 -4.973 1.022
H -1.803 -3.623 -0.119
H -2.635 -4.046 2.619
H -2.928 -2.473 1.623
H -1.950 -1.817 3.577
H 0.587 -5.199 -0.290
H -1.906 -2.222 -2.325
H -1.346 -0.424 -2.445
H -2.815 0.859 -1.474
H -4.207 -0.487 -1.168
H -3.424 0.454 0.264
H 0.795 0.125 -1.802
H 2.264 -1.157 -3.931
H 0.479 -1.894 -4.011
H 1.110 1.330 -3.965
H -0.584 0.389 -4.347
H 0.912 0.173 -5.504
H 1.915 -1.932 -0.026
H 0.242 -0.618 2.154
H -0.227 0.298 0.561
H 2.366 0.348 2.237
H 2.832 -0.011 0.445
H 0.941 4.694 0.245
H 1.503 4.209 -1.578
H -0.539 5.319 -2.241
H -1.217 5.308 -0.436
H -1.501 3.761 -1.534
H 0.345 2.236 3.761
H -0.483 2.525 2.053
H -1.246 4.745 2.806
H -0.474 4.511 4.533
H 0.551 5.316 3.107
Br 3.717 0.999 -0.406
*
```

The HOMO-LUMO gap comes out at 3.568 eV. For the LUMO energy, the calculation gives 2.3 eV.



No. 3
Here is the molecule C4H9NO from OMol25. Energies are from the ωB97M-V functional and the def2-TZVPD basis.

The geometry in ORCA input format:
```
! RIJCOSX wB97M-V def2-TZVPD def2/J DEFGRID3
* xyz 0 1
C 0.454 1.489 -0.112
C 0.398 -0.059 0.046
C -0.919 -0.631 0.577
N -2.015 -0.369 -0.372
C 1.622 -0.832 0.196
O 0.879 -0.880 -1.003
H -0.386 1.787 -0.788
H 0.433 2.004 0.834
H 1.427 1.713 -0.612
H -0.876 -1.746 0.512
H -1.186 -0.268 1.571
H -2.096 0.590 -0.629
H -1.844 -0.822 -1.264
H 1.614 -1.736 0.761
H 2.496 -0.239 0.283
*
```

The SMILES is C[C@]1(CN)CO1. Its energy above the lowest of the compared OMol25 structures with the same formula, charge and spin is 2.260 eV. The HOMO-LUMO gap comes out at 10.264 eV. For the LUMO energy, the calculation gives 1.0 eV.



No. 4
Here is a cluster of 2 separate species, C2H2Cl2O2S in total from OMol25. Energies are from the ωB97M-V functional and the def2-TZVPD basis.

The geometry in ORCA input format:
```
! RIJCOSX wB97M-V def2-TZVPD def2/J DEFGRID3
* xyz 0 1
C 1.012 -0.824 0.079
C -1.648 0.247 -0.276
O 3.252 -0.178 0.921
O -1.146 1.352 -0.831
S 1.880 0.378 0.751
Cl -2.406 -0.870 -1.311
Cl -1.979 0.248 1.415
H 1.282 -1.800 -0.209
H -0.247 1.447 -0.540
*
```

Its energy above the lowest of the compared OMol25 structures with the same formula, charge and spin is 5.391 eV. The HOMO-LUMO gap (spin up / spin down) comes out at 9.390 / 6.242 eV. For the LUMO energy (spin up / spin down), the calculation gives -0.6 / -2.0 eV.



No. 5
Here is the molecule C22H26N4O5S from OMol25. Energies are from the ωB97M-V functional and the def2-TZVPD basis.

The geometry in ORCA input format:
```
! RIJCOSX wB97M-V def2-TZVPD def2/J DEFGRID3
* xyz 0 1
C 5.725 -2.213 -2.211
O 4.680 -1.967 -1.301
C 3.404 -1.936 -1.775
C 2.416 -1.670 -0.828
C 1.086 -1.618 -1.211
N 0.142 -1.351 -0.212
C -1.178 -1.099 -0.334
O -1.850 -1.246 -1.335
C -1.813 -0.637 0.987
N -1.099 0.467 1.589
C -0.098 0.204 2.544
C -0.416 -0.480 3.715
C 0.558 -0.722 4.664
C 1.863 -0.281 4.483
C 2.922 -0.556 5.507
C 2.170 0.407 3.315
C 1.209 0.643 2.350
S -0.897 1.823 0.596
O -0.063 1.508 -0.531
O -0.482 2.894 1.451
C -2.542 2.095 0.056
C -3.620 2.506 0.876
C -3.568 2.747 2.337
N -4.708 2.637 0.146
N -4.358 2.326 -1.109
C -3.057 1.991 -1.225
C -2.425 1.581 -2.497
C 0.717 -1.836 -2.534
C 1.705 -2.094 -3.473
O 1.466 -2.314 -4.794
C 0.136 -2.249 -5.252
C 3.048 -2.150 -3.096
H 6.641 -2.182 -1.623
H 5.627 -3.198 -2.678
H 5.768 -1.444 -2.990
H 2.711 -1.496 0.195
H 0.559 -1.136 0.686
H -1.833 -1.478 1.684
H -2.842 -0.332 0.777
H -1.430 -0.812 3.883
H 0.295 -1.254 5.567
H 3.532 -1.405 5.197
H 3.579 0.303 5.620
H 2.478 -0.790 6.472
H 3.178 0.757 3.153
H 1.459 1.175 1.445
H -4.410 3.361 2.641
H -2.628 3.234 2.586
H -3.610 1.800 2.875
H -5.049 2.365 -1.842
H -2.892 2.079 -3.344
H -2.523 0.501 -2.616
H -1.363 1.809 -2.460
H -0.322 -1.787 -2.799
H 0.185 -2.437 -6.324
H -0.490 -3.011 -4.778
H -0.299 -1.261 -5.075
H 3.772 -2.357 -3.866
*
```

The SMILES is COc1cc(NC(=O)CN(c2ccc(C)cc2)S(=O)(=O)c2c(C)n[nH]c2C)cc(OC)c1. Its energy above the lowest of the compared OMol25 structures with the same formula, charge and spin is 3.114 eV. The HOMO-LUMO gap comes out at 8.894 eV. For the LUMO energy, the calculation gives 0.7 eV.



No. 6
Here is a structure of composition C14H28AgCl14NiO4P from OMol25. Energies are from the ωB97M-V functional and the def2-TZVPD basis.

The geometry in ORCA input format:
```
! RIJCOSX wB97M-V def2-TZVPD def2/J DEFGRID3
* xyz 1 4
Ag 0.968 -2.265 1.545
Ni 0.196 1.250 2.095
P 0.473 -0.226 0.308
O 0.136 1.215 0.043
O -0.484 -0.686 1.471
O 1.433 -0.144 1.483
O 0.643 -1.495 -0.576
Cl -4.098 -3.001 2.019
C -3.626 -1.554 1.073
C -3.359 -0.430 2.096
Cl -4.775 0.008 3.018
H -4.392 -1.267 0.353
H -2.703 -1.733 0.521
H -3.046 0.518 1.660
H -2.597 -0.730 2.815
Cl 4.216 -1.925 2.029
C 5.406 -0.764 1.271
C 4.826 -0.328 -0.054
Cl 4.803 -1.689 -1.234
H 6.370 -1.265 1.187
H 5.550 0.115 1.899
H 5.595 0.380 -0.361
H 3.849 0.155 -0.052
Cl 2.504 -2.272 -4.977
C 1.775 -2.350 -3.334
C 0.480 -3.196 -3.268
Cl 0.945 -4.958 -3.629
H 1.608 -1.305 -3.074
H 2.511 -2.855 -2.709
H -0.203 -2.828 -4.033
H -0.038 -3.143 -2.310
Cl -0.453 5.679 -0.412
C -1.359 4.280 0.243
C -2.803 4.341 -0.264
Cl -3.687 2.996 0.476
H -1.274 4.394 1.324
H -0.848 3.340 0.030
H -2.969 4.276 -1.339
H -3.183 5.313 0.051
Cl 2.438 4.463 -3.055
C 1.429 3.084 -2.426
C 1.994 1.712 -2.834
Cl 2.303 1.469 -4.509
H 0.387 3.233 -2.709
H 1.503 3.207 -1.346
H 1.370 0.932 -2.398
H 2.956 1.608 -2.332
Cl -1.846 -3.639 5.266
C -0.571 -2.626 5.969
C 0.272 -1.900 4.959
Cl 1.139 -3.160 4.021
H -0.001 -3.302 6.606
H -1.037 -1.913 6.650
H 1.050 -1.304 5.437
H -0.254 -1.228 4.282
Cl -1.455 -0.232 -3.968
C -1.935 0.358 -2.383
C -3.417 0.456 -2.153
Cl -4.257 1.660 -3.139
H -1.404 1.275 -2.126
H -1.505 -0.399 -1.727
H -3.587 0.869 -1.159
H -3.962 -0.475 -2.309
*
```

The HOMO-LUMO gap (spin up / spin down) comes out at 5.280 / 4.344 eV. For the LUMO energy (spin up / spin down), the calculation gives -6.8 / -7.8 eV.



No. 7
Here is a cluster of 2 separate species, C3H8O3S in total from OMol25. Energies are from the ωB97M-V functional and the def2-TZVPD basis.

The geometry in ORCA input format:
```
! RIJCOSX wB97M-V def2-TZVPD def2/J DEFGRID3
* xyz 0 1
O -2.675 -0.268 1.472
C -1.502 -0.431 1.685
O -1.014 -1.513 2.314
C -0.423 0.463 1.123
C -0.665 0.719 -0.378
S 0.893 0.965 -1.274
H -1.727 -1.956 2.815
H 0.526 -0.060 1.287
H -0.349 1.384 1.711
H -1.224 -0.129 -0.767
H -1.219 1.634 -0.484
H 1.322 2.022 -0.576
O 3.319 -0.797 -2.873
H 3.855 -0.907 -2.080
H 2.583 -0.252 -2.559
*
```

The SMILES is O=C(O)CCS.O. Its energy above the lowest of the compared OMol25 structures with the same formula, charge and spin is 0.292 eV. The HOMO-LUMO gap comes out at 10.193 eV. For the LUMO energy, the calculation gives 0.5 eV.



No. 8
Here is the molecule C23H21FO3S from OMol25. Energies are from the ωB97M-V functional and the def2-TZVPD basis.

The geometry in ORCA input format:
```
! RIJCOSX wB97M-V def2-TZVPD def2/J DEFGRID3
* xyz 0 1
F 4.704 0.535 2.868
C 3.435 0.028 2.714
C 3.282 -1.228 2.132
C 1.993 -1.692 1.919
C 0.876 -0.884 2.178
C -0.447 -1.361 1.599
C -1.688 -0.556 2.027
C -2.682 -1.228 2.740
C -3.799 -0.538 3.209
C -3.938 0.826 2.943
C -2.964 1.485 2.192
C -1.836 0.793 1.723
C 1.061 0.333 2.835
C 2.351 0.807 3.100
H 4.146 -1.811 1.827
H 1.838 -2.701 1.533
H -0.614 -2.385 1.947
H -2.563 -2.301 2.913
H -4.539 -1.071 3.801
H -4.786 1.379 3.352
H -3.052 2.550 1.975
H -1.060 1.306 1.141
H 0.192 0.927 3.117
H 2.500 1.780 3.563
C -4.597 -3.401 -0.761
C -3.908 -2.071 -0.615
O -2.490 -2.380 -0.394
C -1.679 -1.317 -0.557
C -0.328 -1.513 0.100
S 0.892 -0.333 -0.757
C 0.636 -0.139 -2.499
C -0.207 0.868 -2.986
C -0.227 1.165 -4.349
C 0.579 0.445 -5.237
C 1.378 -0.593 -4.755
C 1.406 -0.891 -3.395
O 2.196 -1.068 -0.710
O -2.032 -0.290 -1.124
H -5.645 -3.307 -0.470
H -4.569 -3.692 -1.817
H -4.116 -4.181 -0.160
H -4.012 -1.457 -1.522
H -4.275 -1.501 0.258
H 0.092 -2.497 -0.153
H -0.857 1.384 -2.283
H -0.882 1.957 -4.711
H 0.578 0.691 -6.301
H 1.989 -1.187 -5.434
H 2.016 -1.708 -3.021
*
```

Its energy above the lowest of the compared OMol25 structures with the same formula, charge and spin is 0.000 eV. The HOMO-LUMO gap comes out at 9.103 eV. For the LUMO energy, the calculation gives 0.7 eV.



It is found that the energy values, taken in the order of the records, are -6548.26305; -4181.34409; -287.74940; -1546.25574; -1847.33948; -9290.16995; -743.02201; -1612.77442 a.u..
It is found that the strongest force on any atom values, taken in the order of the records, are 0.035; 0.247; 0.046; 0.062; 0.020; 0.130; 0.023; 0.055 hartree/bohr.